64
Properties=species:S:1:pos:R:3:forces:R:3:nbo_charge:R:1 method="wB97M-V/def2-TZVPD" homo_lumo_gap_ha="0.2202 / 0.2202" lumo_ha="-0.0539 / -0.0540" largest_force_ev_per_a=2.378
Rh 0.240406 0.100896 0.027305 -1.4 -1.6 1.0 0.5906
S -1.011411 1.274211 -1.454831 0.0 -0.2 0.3 -0.2273
P -0.010952 -0.153597 -2.592763 0.0 0.4 -1.5 1.3311
C -0.115745 -1.676276 -1.995759 0.8 0.7 1.2 -1.2571
P 0.477508 -2.535580 -0.686207 -0.2 -0.8 -0.8 1.3070
S -0.580029 -1.854298 0.910833 0.2 0.3 0.1 -0.1537
C 2.269345 -2.492966 -0.323459 0.1 -0.1 0.1 -0.3116
C 2.839115 -1.330092 0.186723 0.0 0.0 0.0 -0.1915
C 4.200612 -1.224869 0.409422 0.0 -0.1 0.0 -0.1935
C 5.022871 -2.311042 0.140881 0.0 0.0 0.0 -0.1969
C 4.470732 -3.490396 -0.333268 0.0 0.0 0.0 -0.2107
C 3.103852 -3.582994 -0.567766 0.0 0.1 0.0 -0.2038
C 0.118570 -4.286245 -1.014148 -0.2 0.0 -0.1 -0.2958
C -0.719147 -5.020338 -0.184891 0.1 0.0 0.1 -0.2057
C -1.110004 -6.304514 -0.544731 0.0 0.0 0.0 -0.2114
C -0.666410 -6.858039 -1.735385 0.0 0.0 0.0 -0.1855
C 0.171690 -6.128250 -2.570853 0.0 0.0 0.0 -0.2190
C 0.555150 -4.845419 -2.216141 0.0 0.0 0.0 -0.2081
C 1.673423 0.411632 -2.989687 0.1 0.2 0.1 -0.4224
C 2.327390 -0.198695 -4.061039 0.0 -0.1 0.1 -0.1387
C 3.638176 0.133378 -4.362066 0.0 0.0 0.0 -0.2177
C 4.312917 1.072572 -3.589804 0.0 0.0 0.0 -0.2027
C 3.674659 1.673594 -2.516638 0.0 -0.1 0.0 -0.2107
C 2.354986 1.350064 -2.220893 0.0 0.1 -0.1 -0.2002
C -0.868798 -0.065234 -4.195639 -0.1 0.1 0.1 -0.3122
C -1.911236 -0.951961 -4.442050 0.1 -0.1 0.0 -0.2111
C -2.651617 -0.847266 -5.611581 0.0 0.0 0.0 -0.2002
C -2.359963 0.147704 -6.533559 0.0 0.0 0.0 -0.2004
C -1.326478 1.043221 -6.287582 0.0 0.0 0.0 -0.2177
C -0.589347 0.943368 -5.116785 0.0 0.0 0.0 -0.2056
H 2.227205 -0.461349 0.443822 0.2 0.0 0.1 0.1803
H 4.612354 -0.304077 0.801128 0.0 0.0 0.0 0.2209
H 6.089267 -2.239811 0.313982 0.0 0.0 0.0 0.2160
H 5.103096 -4.350051 -0.514716 0.0 0.0 0.0 0.2163
H 2.693769 -4.511933 -0.936160 0.0 0.0 0.0 0.2238
H -1.077248 -4.590951 0.743471 0.0 0.0 0.0 0.2277
H -1.773099 -6.865256 0.101093 0.0 0.0 0.0 0.2183
H -0.983309 -7.852804 -2.021785 0.0 0.0 0.0 0.2144
H 0.517122 -6.556644 -3.502963 0.0 0.0 0.0 0.2166
H 1.184506 -4.265976 -2.882530 0.0 0.0 0.0 0.2240
H 1.806813 -0.941702 -4.653924 0.0 0.0 0.0 0.2156
H 4.135416 -0.339306 -5.199650 0.0 0.0 0.0 0.2137
H 5.333426 1.340493 -3.833113 0.0 0.0 0.0 0.2140
H 4.197859 2.399960 -1.907555 0.0 0.0 0.0 0.2171
H 1.861350 1.857412 -1.399732 0.0 0.0 0.0 0.2410
H -2.128200 -1.724046 -3.712517 0.0 0.0 0.0 0.2405
H -3.462176 -1.539812 -5.799828 0.0 0.0 0.0 0.2142
H -2.941428 0.230390 -7.443137 0.0 0.0 0.0 0.2137
H -1.095969 1.817856 -7.007615 0.0 0.0 0.0 0.2149
H 0.210939 1.648094 -4.922346 0.0 0.0 0.0 0.2215
C 0.768544 4.386772 2.552036 0.0 -0.1 0.0 -0.4080
N 0.062804 3.115223 2.647244 0.0 0.0 0.1 -0.4249
C -1.046137 2.995761 3.455025 0.1 0.1 0.0 0.0581
C -1.755887 1.869947 3.516531 0.0 -0.1 0.0 -0.3554
C -1.362170 0.703785 2.718947 0.2 0.1 -0.1 0.6302
O -1.952682 -0.354315 2.787754 -0.1 -0.1 -0.1 -0.5950
N -0.244459 0.888126 1.892351 -0.2 1.0 -0.2 -0.6507
C 0.410787 2.072210 1.822742 0.0 0.0 0.1 0.7680
O 1.320559 2.199916 0.989259 0.3 0.1 -0.5 -0.7072
H 0.988634 4.755651 3.552775 0.0 0.0 0.0 0.2024
H 0.170567 5.124872 2.015968 0.0 0.0 0.0 0.2019
H 1.693544 4.224530 2.010922 0.0 0.0 0.0 0.2490
H -1.296724 3.879770 4.026813 0.0 0.0 0.0 0.2120
H -2.632566 1.786298 4.138822 0.0 0.0 0.0 0.2380